# 1
69
Properties=species:S:1:pos:R:3:forces:R:3 method="wB97M-V/def2-TZVPD" relative_energy_ev=8.923 lumo_energy_ev=-0.989 orbital_gap_ev=7.579 homo_ha=-0.31484 total_energy_ha=-37428.84288
N 3.7922 0.3340 1.6093 -0.634 0.732 -0.676
C 3.8193 1.4491 0.5845 1.577 -0.124 0.073
C 3.9286 0.8669 -0.9099 0.217 0.487 -0.841
C 2.7821 1.3679 -1.9212 -1.173 0.018 0.223
C 1.3053 1.4138 -1.2586 -1.855 1.180 0.554
N 0.6854 2.6956 -1.1831 -1.281 -5.048 1.641
C -0.6420 2.6585 -0.6262 -0.926 -0.109 0.549
C -1.4743 4.0246 -0.5271 -2.797 -1.548 2.185
C -2.9070 4.0963 0.0991 3.835 -3.483 -1.297
C -3.5335 2.7408 0.6234 2.680 -0.718 -1.143
C -5.0023 2.7699 1.2583 0.650 -0.039 -0.645
C -6.1619 2.3353 0.2010 -0.353 -0.362 0.916
C -6.0406 0.7914 -0.2652 0.016 0.306 0.058
O -7.3042 0.0971 0.0336 1.123 -0.306 -0.075
C -2.7217 1.4325 0.5159 -0.040 3.100 -0.624
C -1.2727 1.3341 -0.1229 -2.267 1.295 0.806
N -0.6946 0.0145 -0.1683 3.523 4.715 -2.503
C 0.5916 0.1192 -0.7699 -0.316 0.131 0.270
C 1.4160 -1.2722 -0.9320 -1.050 0.517 0.826
C 0.3730 -2.4826 -1.1095 0.778 -0.101 -0.737
C 0.0199 -3.2707 0.2386 -0.484 1.050 0.255
F -0.2039 -2.4435 1.3845 0.270 -1.346 -2.312
Br 1.6551 -4.3695 0.6811 -0.907 0.936 0.173
C -1.2956 -4.2109 0.0445 -0.465 -1.125 0.359
F -1.8908 -4.5723 1.3033 1.196 1.433 -3.212
F -2.2593 -3.6668 -0.8486 1.977 -0.784 2.592
Br -0.6846 -5.9271 -0.7939 -0.973 0.866 0.214
H 2.9826 0.4246 2.2356 0.513 -0.375 -0.578
H 3.8299 -0.5874 1.1537 -0.298 0.720 0.484
H 4.8152 2.0087 0.7886 -1.689 -0.666 -0.454
H 2.9898 2.2212 0.7379 0.913 -1.317 -0.386
H 3.9455 -0.2851 -0.9667 -0.028 1.795 0.531
H 4.9408 1.2016 -1.3655 -1.683 -0.552 0.721
H 2.9859 2.4119 -2.3755 -0.361 -1.676 0.989
H 2.7157 0.6316 -2.7935 0.168 1.023 1.059
H -1.0055 5.0300 -0.9187 -1.508 -2.460 1.810
H -3.4276 5.1103 0.1161 0.666 -1.743 0.118
H -5.0054 2.0732 2.1640 -0.124 0.878 -1.305
H -5.1867 3.8357 1.6487 0.198 -1.602 -0.632
H -7.1758 2.4230 0.7549 1.638 -0.171 -0.878
H -6.2228 3.0498 -0.6908 0.352 -1.060 1.238
H -5.2315 0.2276 0.3107 -0.837 1.065 -0.936
H -5.8175 0.7770 -1.3963 -0.318 -0.244 1.733
H -7.1085 -0.8438 0.2703 -0.120 1.348 -0.435
H -3.2190 0.4771 0.9236 1.137 1.645 -0.747
H 2.1355 -1.2520 -1.8248 -1.209 0.097 1.367
H 2.0272 -1.4050 0.0382 -0.868 0.132 -1.580
H 0.8855 -3.2534 -1.8074 -1.005 1.086 1.292
H -0.5263 -2.0802 -1.6858 0.950 -0.718 1.222
C 0.4696 5.9786 -4.1782 -0.121 0.077 0.028
Br 0.8927 7.8425 -3.8399 -0.028 -0.324 -0.074
Br 1.8134 5.1247 -5.2892 -0.181 0.149 0.192
Br 0.1644 4.9953 -2.5315 1.212 1.222 -2.640
H -0.4644 5.9610 -4.7386 0.294 0.022 0.114
C 3.5353 -7.7428 -1.2953 0.048 0.086 -0.185
Br 1.8532 -8.6193 -1.7018 0.354 0.130 0.134
Br 3.6945 -7.3308 0.5945 -0.029 -0.196 -0.270
Br 5.0538 -8.7608 -1.9419 -0.376 0.186 0.160
H 3.5373 -6.7935 -1.8295 -0.013 -0.253 0.177
C -3.6011 4.2532 5.2091 0.165 0.001 0.082
Br -4.1260 5.9941 5.8854 0.062 -0.337 -0.166
Br -5.1207 3.0594 5.0368 0.258 0.265 0.052
Br -2.6002 4.3951 3.5525 -0.270 -0.037 0.333
H -2.9332 3.8127 5.9480 -0.209 0.122 -0.204
C 7.3235 -6.5378 1.7163 -0.078 -0.011 -0.001
Br 8.0437 -7.9100 0.5501 -0.095 0.299 0.274
Br 7.6451 -6.9395 3.5866 -0.026 0.083 -0.379
Br 7.9683 -4.7722 1.2362 -0.096 -0.351 0.098
H 6.2440 -6.5325 1.5725 0.321 -0.009 0.013

=====

# 2
57
Properties=species:S:1:pos:R:3:forces:R:3 method="wB97M-V/def2-TZVPD" relative_energy_ev=0.658 lumo_energy_ev=0.608 smiles="CCOc1ccccc1N[C@@H](C)C(=O)Nc1cc(C(F)(F)F)ccc1N1CCOCC1" orbital_gap_ev=8.463 homo_ha=-0.28866 total_energy_ha=-1543.54987
C 4.0693 0.6931 -2.3616 -0.357 -0.173 0.117
C 2.5956 0.3022 -2.3915 0.260 0.219 -0.336
O 2.1535 -0.2524 -1.1694 0.057 -0.431 0.456
C 2.5913 -1.5167 -0.8125 -0.135 0.030 0.151
C 3.1845 -2.4219 -1.6733 -0.065 0.153 -0.103
C 3.5463 -3.6837 -1.2248 0.044 -0.079 0.004
C 3.3198 -4.0410 0.0887 0.007 -0.073 -0.072
C 2.7335 -3.1406 0.9601 -0.074 0.111 -0.056
C 2.3599 -1.8734 0.5319 0.163 -0.042 -0.315
N 1.8421 -0.9133 1.3970 0.097 0.503 0.028
C 0.8355 -1.2511 2.3848 -0.047 -0.072 0.128
C 0.7674 -0.1631 3.4545 0.053 -0.307 -0.103
C -0.5185 -1.5020 1.6971 0.440 0.003 0.188
O -1.0178 -2.6007 1.6309 -0.182 -0.261 0.019
N -1.0295 -0.3763 1.1220 0.125 0.406 0.009
C -2.2127 -0.2036 0.4119 -0.320 -0.031 -0.164
C -3.1340 -1.2213 0.2186 -0.111 -0.060 -0.079
C -4.3270 -0.9478 -0.4383 0.001 0.181 -0.088
C -5.3281 -2.0524 -0.6076 -0.303 -0.208 0.036
F -6.0470 -2.2613 0.5152 0.052 0.083 0.178
F -4.7637 -3.2293 -0.9125 0.277 -0.055 0.004
F -6.2257 -1.8015 -1.5755 -0.006 0.236 -0.154
C -4.6189 0.3315 -0.8845 -0.058 -0.301 0.032
C -3.6892 1.3414 -0.7085 0.198 0.002 0.049
C -2.4750 1.0918 -0.0843 -0.206 -0.264 -0.023
N -1.4961 2.0828 0.1393 0.033 0.100 0.090
C -1.9446 3.4615 0.2295 0.283 0.202 0.283
C -0.8083 4.2785 0.8520 -0.402 0.048 0.029
O 0.3643 4.2032 0.0754 0.073 0.099 -0.085
C 0.7850 2.8686 -0.0746 -0.031 -0.308 -0.259
C -0.3115 2.0114 -0.7111 0.327 0.201 0.013
H 4.3447 1.1563 -3.3049 0.063 0.054 -0.105
H 4.2505 1.3984 -1.5539 0.036 0.079 0.052
H 4.6948 -0.1812 -2.1998 0.096 -0.022 -0.018
H 1.9748 1.1930 -2.5257 0.038 -0.130 -0.066
H 2.3897 -0.3813 -3.2238 -0.059 0.082 0.085
H 3.3611 -2.1682 -2.7067 0.011 0.081 -0.076
H 4.0031 -4.3789 -1.9121 0.041 -0.059 -0.055
H 3.6006 -5.0209 0.4427 0.023 -0.087 0.036
H 2.5719 -3.4265 1.9870 -0.024 -0.007 0.122
H 1.6421 -0.0543 0.8987 0.018 -0.067 0.094
H 1.1172 -2.1954 2.8569 -0.170 0.121 -0.086
H -0.0195 -0.3894 4.1694 -0.104 0.049 0.072
H 1.7172 -0.1160 3.9808 0.067 0.027 0.013
H 0.5760 0.8178 3.0228 -0.033 0.140 -0.032
H -0.5603 0.5021 1.3049 -0.065 -0.105 0.064
H -2.9217 -2.2110 0.5895 0.021 -0.014 0.011
H -5.5550 0.5350 -1.3798 -0.069 0.009 -0.045
H -3.9141 2.3307 -1.0737 0.024 0.131 -0.029
H -2.8284 3.5103 0.8670 -0.003 0.041 -0.034
H -2.1807 3.8867 -0.7584 -0.051 -0.043 0.041
H -1.0749 5.3350 0.9004 -0.027 -0.059 0.044
H -0.6092 3.9066 1.8691 -0.051 0.033 -0.077
H 1.6733 2.8958 -0.7065 -0.002 -0.073 0.039
H 1.0585 2.4535 0.9095 0.003 -0.024 -0.057
H 0.0231 0.9793 -0.8179 0.017 0.001 0.009
H -0.5349 2.4097 -1.7142 0.008 -0.068 0.024

=====

# 3
56
Properties=species:S:1:pos:R:3:forces:R:3 method="wB97M-V/def2-TZVPD" relative_energy_ev=1.508 lumo_energy_ev=0.536 smiles="CCN1CCN(C(=O)c2ccc(OCC(=O)Nc3ccc(F)cc3)c(OC)c2)CC1" orbital_gap_ev=9.010 homo_ha=-0.31141 total_energy_ha=-1419.03718
C -7.6268 -1.1011 1.0323 0.226 0.071 0.157
C -6.3069 -0.5163 1.5219 -0.181 -0.008 -0.083
N -5.2956 -0.5101 0.4776 0.051 0.047 0.085
C -4.1923 0.3803 0.7828 0.100 0.146 -0.245
C -3.2611 0.4828 -0.4290 -0.094 0.360 0.422
N -2.7753 -0.8274 -0.7847 -0.246 0.006 -0.127
C -1.5134 -1.2813 -0.5958 0.140 0.028 -0.083
O -1.2204 -2.4596 -0.6898 0.146 -0.183 0.128
C -0.4700 -0.2418 -0.3238 0.365 -0.050 0.147
C 0.2716 -0.2952 0.8411 -0.272 -0.071 -0.212
C 1.2819 0.6285 1.0704 0.149 0.236 -0.052
C 1.5670 1.5986 0.1274 -0.072 0.077 -0.143
O 2.5390 2.5591 0.2498 -0.185 -0.069 -0.266
C 3.2579 2.6255 1.4565 0.113 0.055 0.393
C 4.2520 1.4699 1.6547 -0.335 0.268 -0.367
O 4.6266 1.1375 2.7562 0.065 -0.015 0.276
N 4.6423 0.9353 0.4734 -0.205 0.286 -0.394
C 5.5181 -0.1246 0.2278 0.308 -0.343 0.043
C 6.2038 -0.7804 1.2469 -0.090 0.112 0.055
C 7.0645 -1.8182 0.9428 0.098 -0.171 -0.361
C 7.2336 -2.1922 -0.3775 -0.081 0.110 0.073
F 8.0779 -3.2030 -0.6747 -0.032 0.029 0.006
C 6.5607 -1.5561 -1.4055 0.151 -0.153 0.130
C 5.7015 -0.5205 -1.0963 -0.005 0.033 0.221
C 0.8423 1.6338 -1.0841 0.141 0.131 0.036
O 1.2279 2.5944 -1.9694 0.117 -0.155 0.424
C 0.5376 2.6909 -3.1912 -0.121 0.002 -0.220
C -0.1745 0.7193 -1.2907 0.105 0.081 -0.001
C -3.8497 -1.7663 -1.0273 -0.078 -0.459 0.046
C -4.7778 -1.8355 0.1834 0.033 0.020 -0.283
H -7.5602 -2.1753 0.8846 -0.060 -0.113 -0.026
H -8.4056 -0.9082 1.7655 -0.117 -0.048 0.057
H -7.9061 -0.6358 0.0911 -0.061 0.044 -0.095
H -6.4757 0.5239 1.8132 0.052 -0.056 0.049
H -5.9625 -1.0644 2.4168 0.019 0.093 -0.006
H -4.5904 1.3715 1.0118 0.021 -0.025 0.028
H -3.6083 0.0287 1.6542 -0.019 0.039 -0.022
H -2.4275 1.1461 -0.1993 -0.132 -0.044 -0.059
H -3.8277 0.8863 -1.2757 0.051 0.059 0.059
H 0.0655 -1.0587 1.5742 -0.008 -0.106 0.067
H 1.8478 0.5679 1.9862 0.070 0.030 0.114
H 2.5984 2.6820 2.3300 0.109 -0.098 -0.101
H 3.8321 3.5563 1.3999 -0.077 -0.136 0.058
H 4.2155 1.3438 -0.3511 0.022 -0.040 0.252
H 6.0586 -0.4745 2.2693 0.001 0.009 0.022
H 7.6034 -2.3362 1.7199 0.062 -0.064 0.067
H 6.7121 -1.8727 -2.4251 0.024 -0.043 -0.092
H 5.1663 -0.0135 -1.8862 -0.061 0.051 -0.093
H -0.5221 2.9199 -3.0384 0.032 -0.024 0.002
H 0.6296 1.7724 -3.7798 -0.017 0.030 0.028
H 1.0088 3.5121 -3.7287 -0.071 -0.067 -0.004
H -0.7425 0.7249 -2.2075 -0.049 0.064 -0.120
H -3.4043 -2.7419 -1.2263 -0.094 0.125 -0.024
H -4.4165 -1.4291 -1.9009 -0.006 -0.047 0.038
H -5.6094 -2.5011 -0.0464 0.036 -0.050 0.020
H -4.2220 -2.2507 1.0440 -0.041 -0.004 -0.027

=====

# 4
57
Properties=species:S:1:pos:R:3:forces:R:3 method="wB97M-V/def2-TZVPD" relative_energy_ev=0.000 lumo_energy_ev="4.320 / 4.317" orbital_gap_ev="3.044 / 6.935" homo_ha="0.04692 / -0.09621" spin_multiplicity=2 charge=-2 total_energy_ha=-3436.09664
K 0.0494 1.8783 0.9103 -0.202 -0.179 0.141
C 2.0204 6.6173 0.9474 0.013 0.042 0.089
C 3.2642 5.9774 0.3644 -0.138 0.012 -0.049
O 2.9869 5.3256 -0.8725 0.273 0.072 0.031
P 2.2960 3.8534 -0.9530 0.018 0.121 -0.143
S 3.0345 2.7434 0.5189 -0.043 -0.002 -0.020
S 0.3591 4.0295 -1.2106 0.096 0.057 -0.067
O 2.9047 3.3988 -2.3770 0.022 -0.044 0.011
C 4.2899 3.0658 -2.4953 -0.038 0.064 -0.075
C 4.4475 1.5728 -2.6805 0.047 -0.035 -0.001
H 2.2718 7.1546 1.8665 0.003 -0.003 -0.026
H 1.2726 5.8614 1.1847 0.004 -0.009 -0.005
H 1.5775 7.3168 0.2374 -0.004 -0.002 -0.009
H 3.6960 5.2609 1.0661 -0.007 -0.041 -0.011
H 4.0217 6.7292 0.1313 -0.009 0.030 -0.016
H 4.8397 3.4183 -1.6206 0.002 -0.050 0.035
H 4.6629 3.6085 -3.3682 -0.014 0.013 -0.006
H 4.1061 1.0449 -1.7913 -0.003 0.010 0.009
H 5.4974 1.3244 -2.8614 -0.013 -0.006 0.017
H 3.8574 1.2299 -3.5311 -0.004 0.015 0.000
N -3.4904 0.7664 0.6258 -0.054 -0.191 -0.080
C -3.8854 -0.5520 0.3969 0.014 0.173 0.055
C -5.2218 -0.8203 0.0902 -0.030 -0.064 -0.001
C -5.6566 -2.1152 -0.1500 0.008 0.046 0.015
C -4.7613 -3.1715 -0.0655 0.092 -0.029 0.023
C -3.4299 -2.9071 0.2360 -0.056 -0.074 -0.027
C -2.9552 -1.6119 0.4452 -0.016 -0.009 0.024
P -1.1404 -1.2435 0.5126 0.131 -0.074 0.121
C -0.3819 -2.0312 -0.8779 -0.116 -0.009 -0.219
C 0.0262 -1.2012 -1.9704 0.040 -0.070 0.088
C 0.3720 -1.7102 -3.1926 0.020 -0.157 -0.024
C 0.3195 -3.1166 -3.4409 -0.008 0.179 0.033
C -0.0725 -3.9475 -2.3896 -0.008 0.012 0.134
C -0.4149 -3.4513 -1.1447 0.050 0.055 -0.118
C -0.6628 -2.3416 1.9242 -0.061 0.067 -0.101
C 0.5907 -2.9492 1.9241 0.141 -0.120 0.093
C 1.0302 -3.6868 3.0175 -0.058 0.083 -0.111
C 0.2213 -3.8218 4.1379 0.024 -0.033 0.039
C -1.0268 -3.2148 4.1536 -0.047 0.066 -0.072
C -1.4635 -2.4835 3.0552 -0.026 -0.031 0.108
H -4.2625 1.3908 0.8076 0.036 0.012 0.009
H -2.8029 0.8897 1.3621 -0.030 0.005 -0.076
H -5.9262 0.0052 0.0635 -0.005 0.001 -0.013
H -6.6998 -2.2964 -0.3838 -0.007 -0.001 -0.006
H -5.0889 -4.1900 -0.2362 -0.005 -0.005 0.002
H -2.7316 -3.7326 0.3051 -0.014 0.020 -0.019
H 0.0623 -0.1245 -1.8231 -0.016 0.002 0.003
H 0.6943 -1.0308 -3.9745 -0.006 -0.003 -0.011
H 0.5668 -3.5239 -4.4132 0.012 0.001 -0.005
H -0.1030 -5.0234 -2.5461 -0.003 -0.009 0.003
H -0.6626 -4.1468 -0.3501 -0.022 0.013 -0.008
H 1.2172 -2.8444 1.0450 -0.004 0.003 0.012
H 2.0072 -4.1557 2.9897 0.003 -0.008 0.009
H 0.5630 -4.3926 4.9941 -0.004 0.000 0.002
H -1.6633 -3.3019 5.0266 -0.003 -0.006 0.003
H -2.4389 -2.0105 3.0776 0.003 -0.006 0.000
I -2.1830 2.6872 3.3028 0.021 0.096 0.207